No. 1
121
Properties=species:S:1:pos:R:3:lowdin_charge:R:1 method="wB97M-V/def2-TZVPD" de_lowest_kj_mol=289.4 spin_multiplicity=1 lumo_ev=-2.68 charge=+1
Bi 0.3809 -0.6917 0.7600 1.665
C -2.5630 0.8388 -0.0910 -0.256
P -1.8775 -0.2549 -1.4445 1.036
C -3.4135 -0.9083 -2.1602 -0.357
C -3.9257 -2.0938 -1.6409 -0.098
C -5.1518 -2.5779 -2.0766 -0.069
C -5.8706 -1.8849 -3.0375 -0.073
C -5.3710 -0.6952 -3.5540 -0.072
C -4.1535 -0.2047 -3.1123 -0.093
C -1.0663 0.7548 -2.7115 -0.343
C -0.0415 1.7097 -2.1332 -0.375
C 0.3025 3.2142 -4.2179 -0.143
C 0.4573 2.0483 -5.1022 -0.045
C -0.1689 0.8653 -5.0466 -0.087
C -1.0573 0.3739 -3.9970 -0.113
C -2.8034 -0.1271 1.0276 -0.427
C -3.9635 -0.7146 1.4723 -0.051
C -3.5898 -1.8341 2.2685 -0.044
C -2.2171 -1.8757 2.2671 -0.404
C -1.2541 -2.9408 2.6925 -0.233
P -0.2204 -3.2510 1.2130 0.999
C -1.2076 -4.0537 -0.0606 -0.373
C -2.2532 -4.9156 0.2626 -0.067
C -2.9498 -5.5628 -0.7465 -0.063
C -2.6023 -5.3589 -2.0752 -0.065
C -1.5635 -4.4994 -2.4018 -0.066
C -0.8731 -3.8409 -1.3967 -0.129
C 1.1291 -4.3777 1.6091 -0.340
C 1.6365 -5.2194 0.6180 -0.081
C 2.7214 -6.0366 0.8894 -0.066
C 3.3044 -6.0236 2.1494 -0.080
C 2.8000 -5.1931 3.1393 -0.071
C 1.7188 -4.3673 2.8717 -0.089
N -1.7295 -0.8180 1.5387 -0.185
H -3.4825 1.3287 -0.4095 0.104
H -1.8450 1.6116 0.1866 0.034
H -3.3760 -2.6312 -0.8779 0.082
H -5.5437 -3.4971 -1.6602 0.107
H -6.8242 -2.2642 -3.3808 0.107
H -5.9362 -0.1455 -4.2954 0.107
H -3.7775 0.7312 -3.5067 0.101
H -0.2922 1.8502 -1.0789 0.053
H 0.9176 4.0667 -4.4788 0.153
H 1.1083 2.2201 -5.9524 0.113
H -0.0130 0.1838 -5.8755 0.103
H -1.7257 -0.4275 -4.2980 0.101
H -4.9652 -0.4035 1.2202 0.108
H -4.2485 -2.5302 2.7639 0.103
H -1.7660 -3.8471 3.0147 0.102
H -0.5762 -2.6230 3.4856 0.052
H -2.5279 -5.0857 1.2952 0.109
H -3.7637 -6.2297 -0.4949 0.114
H -3.1506 -5.8647 -2.8589 0.114
H -1.3004 -4.3314 -3.4377 0.113
H -0.0734 -3.1539 -1.6516 0.082
H 1.1808 -5.2447 -0.3640 0.102
H 3.1088 -6.6887 0.1177 0.113
H 4.1511 -6.6631 2.3602 0.112
H 3.2499 -5.1852 4.1235 0.116
H 1.3426 -3.7140 3.6468 0.079
N 1.2680 1.0355 -2.1384 0.059
C -0.0278 3.1221 -2.7398 -0.248
C -1.0960 3.5822 -3.7633 -0.118
C -1.4719 4.9914 -3.7958 -0.037
C -0.7590 5.9115 -3.1329 -0.071
C 0.2188 5.5049 -2.1451 -0.085
C 0.4752 4.2127 -1.8593 -0.289
P 1.3059 3.7387 -0.2853 1.115
C -0.1752 3.5530 0.7905 -0.401
C -0.0601 2.7047 1.8935 -0.148
C -1.1303 2.4962 2.7526 -0.081
C -2.3368 3.1418 2.5192 -0.069
C -2.4614 3.9949 1.4316 -0.067
C -1.3913 4.1963 0.5684 -0.084
C 2.0222 5.3178 0.2780 -0.399
C 3.2631 5.6676 -0.2557 -0.112
C 3.8825 6.8495 0.1156 -0.079
C 3.2778 7.6861 1.0449 -0.079
C 2.0546 7.3364 1.5961 -0.073
C 1.4254 6.1593 1.2122 -0.083
H 1.5778 0.9194 -3.0982 0.073
H 1.9488 1.6264 -1.6682 0.027
H -1.8523 2.8605 -4.0406 0.136
H -2.3328 5.2729 -4.3889 0.114
H -1.0018 6.9626 -3.2138 0.107
H 0.6369 6.2804 -1.5153 0.103
H 0.8926 2.2271 2.0911 0.060
H -1.0294 1.8245 3.5962 0.104
H -3.1785 2.9722 3.1774 0.113
H -3.4001 4.5019 1.2478 0.112
H -1.5051 4.8551 -0.2837 0.107
H 3.7460 5.0087 -0.9692 0.101
H 4.8409 7.1138 -0.3114 0.106
H 3.7638 8.6057 1.3430 0.106
H 1.5843 7.9825 2.3259 0.107
H 0.4683 5.8995 1.6461 0.100
Br 5.9749 -3.5153 1.3507 0.802
C 4.6623 -2.9661 0.1186 -0.654
C 4.8302 -3.1756 -1.2389 -0.088
C 3.8407 -2.7268 -2.0999 -0.036
C 2.7346 -2.0850 -1.5712 -0.152
N 2.5743 -1.9033 -0.2592 -0.050
C 3.5168 -2.3366 0.5763 -0.186
H 5.7166 -3.6702 -1.6123 0.113
H 3.9331 -2.8609 -3.1685 0.114
H 1.9558 -1.6797 -2.2072 0.093
H 3.3437 -2.1748 1.6325 0.069
C 2.2011 1.1621 4.2652 -0.164
Si 2.0014 -0.6786 4.0418 0.268
C 3.6936 -1.4684 4.1412 -0.163
C 0.9022 -1.3233 5.4123 -0.163
O 1.3114 -1.0732 2.5965 -0.632
H 2.7995 1.3650 5.1567 0.043
H 1.2386 1.6557 4.4079 0.018
H 2.7139 1.6289 3.4208 0.033
H 4.1216 -1.3167 5.1352 0.043
H 4.3857 -1.0221 3.4223 0.033
H 3.6646 -2.5443 3.9555 0.007
H 1.2698 -0.9921 6.3863 0.040
H 0.8543 -2.4149 5.4447 0.022
H -0.1177 -0.9448 5.3009 0.035


No. 2
126
Properties=species:S:1:pos:R:3:lowdin_charge:R:1 method="wB97M-V/def2-TZVPD" de_lowest_kj_mol=536.0 spin_multiplicity=1 lumo_ev=0.30 charge=0
F 0.2074 -4.7854 5.7472 0.057
C -0.0504 -4.2162 4.5572 -0.291
C -1.2891 -4.2875 3.9698 -0.016
C -1.5606 -3.5927 2.7830 -0.074
C -0.5420 -2.7852 2.2598 -0.098
C 0.7088 -2.7025 2.8697 -0.087
C 0.9209 -3.3308 4.1108 0.005
H -2.0552 -4.9011 4.4258 0.117
H -2.5754 -3.5947 2.4123 0.104
H -0.8181 -2.1749 1.4094 0.088
H 1.3866 -1.9427 2.5055 0.068
H 1.8067 -3.1474 4.7013 0.109
F -1.2277 -6.7877 -1.5668 0.073
C 0.0182 -6.3901 -1.2820 -0.290
C 1.1382 -7.0029 -1.8195 -0.025
C 2.4209 -6.6031 -1.4680 -0.091
C 2.6387 -5.6378 -0.4951 -0.087
C 1.5039 -5.0855 0.1222 -0.074
C 0.2269 -5.3813 -0.3549 -0.019
H 1.0209 -7.7664 -2.5782 0.114
H 3.2461 -7.0669 -1.9912 0.106
H 3.6494 -5.3792 -0.2152 0.102
H 1.5789 -4.3828 0.9378 0.078
H -0.6737 -4.9876 0.1009 0.108
F 1.8707 -2.1702 0.0330 0.034
C 1.0558 -1.1447 -0.3317 -0.245
C 1.1779 0.1102 0.2555 -0.019
C 0.2764 1.1530 0.0213 -0.105
C -0.7300 0.8829 -0.8927 -0.130
C -0.8027 -0.3416 -1.5525 -0.037
C 0.0798 -1.3693 -1.2960 -0.005
H 1.9711 0.2548 0.9814 0.091
H 0.3287 2.0677 0.5926 0.096
H -1.4488 1.6693 -1.0801 0.076
H -1.5179 -0.3966 -2.3629 0.082
H 0.0905 -2.2641 -1.9014 0.073
F -3.9412 3.4221 1.1264 0.016
C -3.8655 2.1826 1.6550 -0.262
C -3.6689 1.1016 0.8620 -0.060
C -3.3979 -0.1427 1.4817 -0.027
C -3.5128 -0.2582 2.8589 -0.109
C -3.8218 0.8316 3.6863 -0.092
C -3.9561 2.0655 3.0552 -0.006
H -3.5993 1.1354 -0.2168 0.001
H -3.1062 -1.0430 0.9596 0.102
H -3.3556 -1.2208 3.3284 0.088
H -3.9025 0.6919 4.7542 0.104
H -4.1408 3.0005 3.5683 0.114
F 2.7267 2.2576 -5.4837 0.057
C 1.7295 2.5503 -4.6346 -0.285
C 1.7073 1.8755 -3.4385 -0.015
C 0.7320 2.1506 -2.4867 -0.089
C -0.2892 3.0579 -2.8029 -0.101
C -0.3282 3.6793 -4.0449 -0.072
C 0.6981 3.4673 -4.9606 -0.029
H 2.5418 1.2640 -3.1199 0.117
H 0.8121 1.6263 -1.5451 0.039
H -1.0724 3.2802 -2.0899 -0.002
H -1.0692 4.4237 -4.3007 0.106
H 0.6918 3.9607 -5.9227 0.109
F -0.8087 -2.5663 -3.6198 0.045
C -1.4123 -1.5721 -4.2979 -0.306
C -2.7864 -1.3664 -4.2297 -0.045
C -3.3847 -0.2761 -4.8406 -0.078
C -2.5615 0.6746 -5.4693 -0.074
C -1.1887 0.4869 -5.5643 -0.060
C -0.6412 -0.6686 -5.0262 -0.008
H -3.3226 -2.0883 -3.6246 0.120
H -4.4420 -0.0989 -4.7087 0.107
H -3.0635 1.5653 -5.8226 0.104
H -0.5616 1.2559 -5.9896 0.098
H 0.4137 -0.9074 -5.0869 0.116
F -6.9473 -0.3639 -0.4550 0.058
C -6.0234 0.6003 -0.6898 -0.255
C -6.1990 1.8655 -0.1178 0.030
C -5.2388 2.8325 -0.4097 -0.078
C -4.1352 2.4997 -1.2292 -0.078
C -3.9086 1.1900 -1.6467 -0.152
C -4.8872 0.2477 -1.3840 -0.026
H -7.0841 1.9229 0.5009 0.129
H -5.3940 3.8447 -0.0654 0.127
H -3.4657 3.2556 -1.6157 0.107
H -3.0746 0.9369 -2.2862 0.101
H -4.8681 -0.7613 -1.7769 0.125
C 2.1606 -3.0646 -2.9883 -0.069
C 3.4579 -2.8549 -2.3760 -0.255
N 4.4894 -2.6988 -1.8772 0.158
H 2.1807 -3.8222 -3.7707 0.099
H 1.7123 -2.1142 -3.2741 0.065
H 1.4257 -3.4827 -2.2961 0.051
C 0.1810 6.3880 -0.2349 -0.107
C -0.5219 5.1376 -0.5832 -0.193
N -1.0787 4.1483 -0.7809 0.156
H -0.2287 6.9298 0.6160 0.082
H 0.0043 7.0636 -1.0749 0.077
H 1.2551 6.2689 -0.1117 0.025
C 3.9522 -0.1163 6.0362 -0.046
C 3.5978 -0.2290 4.6078 -0.217
N 3.2807 -0.3268 3.5002 0.165
H 4.6284 -0.9320 6.2783 0.085
H 3.0783 -0.0011 6.6743 0.081
H 4.4380 0.8571 6.1310 0.078
C -0.3965 1.1469 3.8146 -0.053
C 0.5528 1.6977 4.7640 -0.273
N 1.3302 2.1542 5.4743 0.142
H -1.1428 0.5669 4.3584 0.073
H 0.1349 0.4954 3.1224 0.066
H -0.9780 1.9336 3.3355 0.085
C 3.1316 2.6162 -0.2497 -0.086
C 2.2907 3.8113 -0.1385 -0.194
N 1.6205 4.7516 -0.0484 0.086
H 3.0574 2.2817 -1.2860 0.063
H 2.9032 1.7248 0.3298 0.033
H 4.1625 2.9133 -0.0697 0.075
C 4.0709 3.3719 3.5493 -0.038
C 2.8797 3.3235 2.6983 -0.214
N 1.9242 3.3057 2.0565 0.167
H 4.2393 4.4032 3.8516 0.089
H 4.9688 3.0279 3.0348 0.085
H 3.9252 2.6443 4.3467 0.045
C 4.8785 -1.3570 1.3201 -0.082
C 5.1879 -0.2464 0.4244 -0.265
N 5.3599 0.6919 -0.2148 0.143
H 4.3738 -2.1067 0.7101 0.048
H 4.1215 -0.9791 2.0097 -0.013
H 5.7330 -1.7117 1.8893 0.085


No. 3
127
Properties=species:S:1:pos:R:3:lowdin_charge:R:1 method="wB97M-V/def2-TZVPD" de_lowest_kj_mol=125.0 spin_multiplicity=1 lumo_ev=2.61 charge=-2
Cs -0.5619 -1.8615 1.0835 0.918
Br -5.4572 -7.1423 -2.2057 0.621
C -4.3163 -6.1050 -1.0691 -0.707
C -4.4129 -6.2810 0.3082 -0.164
C -3.6211 -5.5319 1.1315 -0.024
C -2.6813 -4.5732 0.6352 -0.441
O -2.0423 -3.8044 1.3929 -0.400
C -2.5395 -4.5237 -0.8034 -0.128
C -1.4121 -3.7860 -1.3165 -0.143
N -1.2677 -3.1308 -2.3889 0.134
C -2.0530 -2.7677 -3.4147 -0.219
C -2.2956 -3.5742 -4.5205 -0.047
C -2.9477 -3.0869 -5.6495 -0.097
C -3.3527 -1.7779 -5.7254 -0.074
C -3.0986 -0.9034 -4.6528 -0.167
C -3.4228 0.4709 -4.6829 -0.028
C -3.0812 1.2681 -3.6229 -0.059
C -2.4377 0.6822 -2.5187 -0.148
N -2.1511 -0.5905 -2.4451 0.144
C -2.4511 -1.3883 -3.4824 -0.150
C -3.3952 -5.2487 -1.6257 -0.088
H -5.1038 -7.0107 0.7127 0.088
H -3.6744 -5.6540 2.2041 0.103
H -0.5425 -3.7936 -0.6616 0.051
H -1.9484 -4.5974 -4.4993 0.110
H -3.1338 -3.7603 -6.4773 0.098
H -3.8480 -1.3974 -6.6081 0.096
H -3.9131 0.8808 -5.5602 0.107
H -3.2884 2.3301 -3.6257 0.095
H -2.1344 1.2875 -1.6706 0.053
H -3.2984 -5.1797 -2.6992 0.085
C -2.3046 0.2469 3.5129 -0.292
P -2.3511 1.1462 1.9101 0.963
C -2.2328 2.8353 2.5926 -0.418
N -2.6528 3.0817 3.8284 0.132
C -2.5897 4.3686 4.2426 -0.207
C -3.0098 4.7029 5.5392 -0.012
C -2.9648 6.0153 5.9661 -0.096
C -2.5206 7.0247 5.1156 -0.096
C -2.1319 6.7283 3.8242 -0.018
C -2.1390 5.4021 3.3689 -0.208
N -1.7128 5.1217 2.1137 0.139
C -1.7344 3.8416 1.7602 -0.433
P -1.1398 3.3228 0.1147 1.023
C -1.8464 4.7312 -0.8679 -0.271
C 0.6772 3.8696 0.2475 -0.712
C 1.2453 3.2054 1.4995 -0.099
C 1.3867 3.2937 -0.9775 -0.110
C 0.8700 5.3837 0.3122 -0.107
C -4.2177 1.1449 1.5198 -0.706
C -4.4801 2.2436 0.4898 -0.110
C -5.0875 1.3810 2.7526 -0.096
C -4.5384 -0.2129 0.8964 -0.095
H -2.8322 0.8102 4.2815 0.022
H -1.2496 0.1830 3.7833 0.009
H -2.7117 -0.7580 3.4063 0.035
H -3.3606 3.9119 6.1897 0.113
H -3.2850 6.2580 6.9734 0.098
H -2.4840 8.0467 5.4761 0.097
H -1.8011 7.4977 3.1417 0.108
H -1.7857 5.6607 -0.3059 0.020
H -2.8922 4.5010 -1.0771 0.019
H -1.3120 4.8161 -1.8131 0.032
H 1.0337 2.1346 1.5005 0.044
H 0.8134 3.6353 2.4021 0.074
H 2.3279 3.3331 1.5416 0.091
H 1.3007 2.2058 -0.9835 0.050
H 2.4457 3.5523 -0.9662 0.082
H 0.9527 3.6774 -1.8996 0.069
H 0.2117 5.8297 1.0549 0.050
H 0.6717 5.8419 -0.6538 0.067
H 1.9002 5.6141 0.5824 0.081
H -4.2533 3.2230 0.9087 0.069
H -5.5266 2.2348 0.1771 0.085
H -3.8556 2.0928 -0.3887 0.043
H -4.7218 2.2391 3.3154 0.057
H -5.0819 0.5075 3.4015 0.077
H -6.1178 1.5761 2.4463 0.079
H -3.9517 -0.3708 -0.0079 0.066
H -5.5964 -0.2703 0.6356 0.085
H -4.3178 -1.0217 1.5917 0.076
C 3.5602 -4.1352 3.1178 -0.164
C 2.8007 -2.9488 2.5825 -0.838
S 2.2385 -3.1402 0.9681 0.376
C 2.6145 -1.8223 3.3333 -0.906
C 3.2504 -1.7090 4.6939 -0.166
S 1.7304 -0.4489 2.8094 0.297
H 3.6183 -4.8888 2.3349 0.033
H 3.0644 -4.5786 3.9872 0.061
H 4.5749 -3.8560 3.4098 0.062
H 4.3296 -1.5835 4.5828 0.057
H 3.0748 -2.6016 5.2950 0.056
H 2.8536 -0.8415 5.2173 0.033
C 5.5329 1.6532 -4.2290 -0.133
C 4.7157 0.6054 -4.6149 -0.116
C 3.9116 -0.0312 -3.6842 -0.130
C 3.9135 0.3505 -2.3504 -0.365
C 4.7129 1.4275 -1.9906 -0.163
C 5.5214 2.0698 -2.9094 -0.118
Sb 2.8306 -0.7516 -0.7285 1.366
C 2.7565 -2.4800 -2.0198 -0.443
C 3.6161 -3.5630 -1.9270 -0.164
C 3.4362 -4.6806 -2.7247 -0.099
C 2.3760 -4.7351 -3.6154 -0.112
C 1.5135 -3.6573 -3.7204 -0.110
C 1.7048 -2.5416 -2.9229 -0.174
C 4.8032 -1.0058 0.1292 -0.365
C 5.0113 -0.6728 1.4582 -0.138
C 6.2583 -0.8215 2.0395 -0.098
C 7.3276 -1.2716 1.2863 -0.123
C 7.1393 -1.5659 -0.0539 -0.111
C 5.8864 -1.4315 -0.6265 -0.142
H 6.1786 2.1408 -4.9486 0.083
H 4.7134 0.2776 -5.6478 0.088
H 3.2886 -0.8570 -4.0043 0.077
H 4.7176 1.7517 -0.9572 0.091
H 6.1517 2.8926 -2.5962 0.088
H 4.4299 -3.5450 -1.2136 0.079
H 4.1200 -5.5203 -2.6521 0.093
H 2.2194 -5.6182 -4.2241 0.087
H 0.6867 -3.6892 -4.4208 0.086
H 1.0221 -1.7033 -3.0102 0.089
H 4.1910 -0.2838 2.0438 0.031
H 6.3962 -0.5713 3.0844 0.092
H 8.3048 -1.3831 1.7414 0.085
H 7.9804 -1.8904 -0.6545 0.088
H 5.7541 -1.6339 -1.6833 0.097